(1)
67
Properties=species:S:1:pos:R:3 method="wB97M-V/def2-TZVPD" max_force_ev_per_a=0.2 e_above_lowest_kcal_mol=0.5 total_charge=-1 homo_ev=-4.58 spin_multiplicity=1 lumo_energy_ev=2.24 energy_ev=-122540.5127
Na 0.973 -2.136 -0.864
C 3.942 2.262 -0.891
O 3.237 3.426 -0.480
C 2.271 3.257 0.461
C 2.093 2.080 1.188
C 1.055 1.992 2.105
C 0.176 3.057 2.285
C 0.408 4.247 1.607
C 1.439 4.348 0.692
N -0.954 3.076 3.182
N -1.709 2.101 3.346
C -1.557 0.892 2.596
C -1.462 -0.276 3.317
C -1.107 -1.485 2.725
C -0.830 -1.597 1.351
O -0.473 -2.679 0.787
C -1.035 -0.370 0.569
N -0.826 -0.457 -0.773
C -1.062 0.588 -1.525
C -1.547 1.808 -1.017
C -1.724 1.932 0.330
C -1.442 0.837 1.182
H 4.584 2.570 -1.712
H 3.249 1.492 -1.235
H 4.550 1.850 -0.082
H 2.716 1.211 1.021
H 0.922 1.065 2.645
H -0.252 5.085 1.794
H 1.611 5.260 0.134
H -1.609 -0.219 4.390
H -1.008 -2.383 3.324
H -0.863 0.477 -2.587
H -1.753 2.631 -1.689
H -2.078 2.861 0.757
Br 4.233 0.242 -4.216
C 5.344 -0.276 -2.763
C 6.698 0.011 -2.895
C 7.572 -0.292 -1.865
C 7.087 -0.859 -0.694
C 5.733 -1.117 -0.570
C 4.836 -0.850 -1.604
C 3.376 -1.217 -1.370
O 2.718 -1.655 -2.339
O 2.956 -1.083 -0.193
H 7.055 0.474 -3.804
H 8.627 -0.075 -1.977
H 7.760 -1.092 0.122
H 5.323 -1.532 0.341
C -4.655 -2.183 1.513
C -5.227 -1.248 0.453
C -6.597 -1.718 -0.026
C -4.252 -1.051 -0.709
N -3.912 -2.286 -1.400
C -2.920 -3.163 -1.195
N -3.034 -4.134 -2.069
N -4.128 -3.839 -2.811
N -4.658 -2.741 -2.423
H -5.322 -2.227 2.377
H -3.676 -1.850 1.862
H -4.553 -3.199 1.126
H -5.339 -0.254 0.899
H -6.529 -2.701 -0.496
H -7.023 -1.032 -0.760
H -7.289 -1.794 0.815
H -3.317 -0.615 -0.362
H -4.684 -0.382 -1.454
H -2.139 -3.066 -0.448

(2)
69
Properties=species:S:1:pos:R:3 method="wB97M-V/def2-TZVPD" max_force_ev_per_a=0.6 e_above_lowest_kcal_mol=8.2 total_charge=0 homo_ev=-6.68 spin_multiplicity=1 lumo_energy_ev=-0.60 energy_ev=-381374.1038
Hf 0.006 0.090 0.340
O 1.529 -0.783 1.367
C 2.814 -0.722 1.513
C 3.421 -1.274 2.660
C 4.794 -1.276 2.790
C 5.620 -0.741 1.795
C 5.036 -0.184 0.680
C 3.644 -0.153 0.526
C 3.102 0.451 -0.663
N 1.867 0.603 -0.972
C 1.584 1.211 -2.268
C 0.700 2.419 -2.048
N -0.346 2.077 -1.074
C -1.147 3.033 -0.787
C -2.299 2.964 0.083
C -3.065 4.115 0.279
C -4.208 4.085 1.051
C -4.594 2.874 1.630
C -3.856 1.721 1.445
C -2.681 1.745 0.679
O -1.998 0.653 0.459
H 2.770 -1.675 3.426
H 5.239 -1.693 3.686
H 6.695 -0.759 1.905
H 5.655 0.242 -0.102
H 3.850 0.809 -1.374
H 1.054 0.475 -2.874
H 2.504 1.490 -2.787
H 0.247 2.717 -2.996
H 1.288 3.256 -1.659
H -0.992 4.005 -1.270
H -2.743 5.042 -0.183
H -4.790 4.982 1.212
H -5.487 2.837 2.243
H -4.141 0.785 1.909
Se 0.584 2.122 2.007
Se 0.291 0.577 3.776
Se -1.603 -0.690 3.215
Se -1.161 -2.147 1.408
C 2.993 -5.776 -2.527
N 3.252 -5.264 -1.200
C 2.775 -4.093 -0.699
Se 1.739 -2.852 -1.549
N 3.228 -4.007 0.573
C 4.002 -5.106 0.898
C 4.678 -5.464 2.052
C 5.375 -6.664 2.024
C 5.393 -7.471 0.885
C 4.713 -7.108 -0.270
C 4.019 -5.911 -0.238
H 2.274 -5.116 -3.004
H 2.581 -6.783 -2.457
H 3.913 -5.797 -3.111
H 3.011 -3.223 1.172
H 4.659 -4.838 2.933
H 5.917 -6.980 2.905
H 5.949 -8.399 0.902
H 4.726 -7.734 -1.152
S -0.993 -1.053 -2.100
C -2.378 -0.090 -2.326
N -3.430 -0.334 -1.490
C -4.590 0.329 -1.537
C -4.760 1.278 -2.506
C -3.669 1.491 -3.353
N -2.519 0.847 -3.277
H -3.224 -0.978 -0.727
H -5.327 0.075 -0.789
H -5.676 1.839 -2.594
H -3.736 2.241 -4.135

(3)
63
Properties=species:S:1:pos:R:3 method="wB97M-V/def2-TZVPD" max_force_ev_per_a=0.3 e_above_lowest_kcal_mol=0.0 total_charge=0 homo_ev="-6.83 / -8.04" spin_multiplicity=2 lumo_energy_ev="0.16 / -0.55" energy_ev=-47222.9039
Hg 0.196 -0.748 -0.464
C -1.896 3.910 -2.642
O -1.139 4.489 -1.579
C -1.921 5.143 -0.656
C -2.032 6.524 -0.735
C -2.829 7.228 0.152
C -3.528 6.535 1.131
C -3.404 5.161 1.229
C -2.595 4.441 0.350
N -2.561 3.044 0.481
C -1.513 2.156 0.278
N -0.287 2.710 0.435
C 1.003 2.290 0.065
C 1.408 1.043 -0.391
C 2.755 0.837 -0.703
C 3.694 1.845 -0.559
C 3.294 3.093 -0.104
C 1.966 3.313 0.191
O 1.513 4.532 0.664
C 1.827 5.657 -0.151
N -1.718 0.905 0.060
C -3.033 0.479 -0.222
C -3.471 0.386 -1.542
C -4.761 -0.011 -1.848
C -5.644 -0.332 -0.825
C -5.218 -0.272 0.491
C -3.921 0.119 0.799
O -3.606 0.228 2.132
C -2.457 -0.480 2.592
H -2.343 4.691 -3.262
H -2.686 3.263 -2.251
H -1.202 3.319 -3.235
H -1.489 7.026 -1.526
H -2.914 8.303 0.072
H -4.162 7.064 1.829
H -3.931 4.621 2.007
H -3.402 2.612 0.831
H -0.289 3.695 0.660
H 3.081 -0.134 -1.052
H 4.738 1.660 -0.780
H 4.011 3.894 0.026
H 2.897 5.871 -0.144
H 1.292 6.504 0.274
H 1.490 5.488 -1.176
H -2.766 0.634 -2.326
H -5.077 -0.068 -2.881
H -6.657 -0.635 -1.051
H -5.878 -0.526 1.310
H -2.571 -0.560 3.671
H -1.533 0.045 2.351
H -2.425 -1.484 2.159
N -0.658 -3.315 5.281
C -0.200 -2.344 4.872
C 0.369 -1.129 4.357
C 0.179 0.082 5.016
C 0.748 1.217 4.469
C 1.485 1.093 3.298
N 1.673 -0.061 2.665
C 1.121 -1.149 3.184
H -0.406 0.124 5.924
H 0.630 2.183 4.940
H 1.947 1.962 2.842
H 1.276 -2.083 2.655

(4)
67
Properties=species:S:1:pos:R:3 method="wB97M-V/def2-TZVPD" max_force_ev_per_a=4.7 e_above_lowest_kcal_mol=45.6 total_charge=+3 homo_ev="-15.06 / -15.21" spin_multiplicity=2 lumo_energy_ev="-11.02 / -10.63" energy_ev=-88524.4084
Re -0.183 0.021 -0.163
I 5.873 -4.803 -0.432
C 4.553 -3.165 -0.549
C 4.388 -2.483 -1.756
C 3.444 -1.489 -1.829
I 3.036 -0.391 -3.585
C 2.610 -1.157 -0.724
O 1.646 -0.335 -0.895
C 2.888 -1.777 0.533
C 2.177 -1.261 1.761
N 0.707 -1.377 1.680
C 0.310 -2.778 1.905
C -1.054 -3.103 1.365
C -1.634 -4.347 1.610
C -2.844 -4.644 1.012
C -3.451 -3.689 0.206
C -2.819 -2.470 0.043
N -1.645 -2.202 0.599
C 3.828 -2.780 0.591
H 4.986 -2.746 -2.617
H 2.425 -0.201 1.886
H 2.548 -1.801 2.639
H 0.322 -0.850 2.465
H 0.346 -3.023 2.975
H 1.032 -3.434 1.410
H -1.138 -5.060 2.248
H -3.302 -5.610 1.161
H -4.391 -3.883 -0.281
H -3.260 -1.681 -0.552
H 4.026 -3.277 1.531
C 0.392 -3.534 -1.437
C -0.400 -2.589 -2.258
N -0.641 -1.334 -1.961
C -1.274 -0.675 -2.983
C -1.583 -1.467 -4.053
S -1.026 -3.059 -3.794
C -1.412 0.760 -2.875
C -1.922 1.601 -3.820
S -1.780 3.224 -3.308
C -1.042 2.709 -1.844
N -0.918 1.398 -1.754
C -0.633 3.749 -0.868
H 1.001 -2.973 -0.737
H 1.040 -4.133 -2.074
H -0.246 -4.222 -0.886
H -2.078 -1.187 -4.961
H -2.367 1.345 -4.761
H -1.125 4.689 -1.112
H 0.441 3.933 -0.921
H -0.889 3.480 0.153
C -4.084 0.977 1.994
C -2.915 0.666 1.266
N -1.939 0.418 0.693
H -4.961 0.494 1.558
H -4.250 2.055 2.010
H -3.986 0.628 3.024
I -0.101 3.628 4.806
C 0.773 3.043 2.979
C 1.923 3.655 2.484
C 2.414 3.227 1.262
C 1.758 2.219 0.575
N 0.667 1.611 1.060
C 0.189 2.022 2.237
H 2.417 4.437 3.038
H 3.295 3.682 0.839
H 2.116 1.891 -0.393
H -0.703 1.539 2.616

(5)
71
Properties=species:S:1:pos:R:3 method="wB97M-V/def2-TZVPD" max_force_ev_per_a=1.9 e_above_lowest_kcal_mol=23.6 total_charge=-1 homo_ev="-4.31 / -4.86" spin_multiplicity=2 lumo_energy_ev="1.27 / 1.25" energy_ev=-213823.4618
Mo 0.589 0.171 0.784
O 1.159 3.951 -0.742
C 0.892 2.989 -0.041
O 0.661 1.791 -0.445
C 0.801 3.067 1.456
C 0.834 4.220 2.219
C 0.589 4.130 3.585
C 0.308 2.886 4.129
C 0.309 1.778 3.295
N 0.565 1.860 1.983
C -0.046 0.377 3.675
O -0.459 0.060 4.776
O 0.133 -0.409 2.663
H 1.026 5.158 1.723
H 0.586 5.015 4.201
H 0.072 2.740 5.171
Se 3.174 -2.317 0.839
Se 3.009 -0.571 3.327
C 3.323 0.798 2.113
C 4.249 1.808 2.401
C 4.659 2.653 1.395
C 4.196 2.407 0.099
C 3.245 1.435 -0.095
N 2.721 0.704 0.905
C 1.430 -2.944 1.036
C 1.240 -4.303 1.308
C -0.035 -4.789 1.485
C -1.093 -3.899 1.378
C -0.824 -2.572 1.108
N 0.405 -2.084 0.932
H 4.632 1.879 3.410
H 5.350 3.463 1.584
H 4.559 2.971 -0.744
H 2.864 1.217 -1.086
H 2.108 -4.940 1.386
H -0.210 -5.829 1.713
H -2.116 -4.219 1.476
H -1.633 -1.859 1.034
C 1.850 -4.545 -2.735
C 2.068 -3.137 -3.260
O 0.837 -2.540 -3.641
P -0.180 -1.938 -2.531
S 1.134 -0.704 -1.511
S -1.378 -3.280 -1.761
O -1.097 -1.041 -3.472
C -0.603 0.102 -4.162
C -1.093 1.361 -3.471
H 2.798 -5.017 -2.490
H 1.321 -5.134 -3.481
H 1.237 -4.498 -1.837
H 2.684 -3.129 -4.164
H 2.562 -2.518 -2.500
H -0.992 0.020 -5.182
H 0.490 0.074 -4.200
H -2.175 1.325 -3.370
H -0.809 2.240 -4.041
H -0.656 1.431 -2.475
O -1.816 2.261 0.874
C -2.178 1.175 0.429
O -1.426 0.135 0.398
C -3.569 0.981 -0.093
C -4.071 -0.299 -0.300
C -5.367 -0.470 -0.747
C -6.165 0.633 -1.003
C -5.667 1.911 -0.805
C -4.374 2.088 -0.346
H -3.442 -1.157 -0.116
H -5.755 -1.467 -0.894
H -7.175 0.500 -1.365
H -6.298 2.766 -1.005
H -3.969 3.077 -0.182

(6)
70
Properties=species:S:1:pos:R:3 method="wB97M-V/def2-TZVPD" max_force_ev_per_a=1.6 e_above_lowest_kcal_mol=1.5 total_charge=+2 homo_ev=-12.58 spin_multiplicity=1 lumo_energy_ev=-6.71 energy_ev=-268852.8528
Al 0.505 -0.604 0.588
Se -1.913 -2.037 1.402
Se -1.910 -0.217 2.788
C -0.136 -0.426 3.412
C 0.181 -0.042 4.717
C 1.459 -0.236 5.184
C 2.402 -0.829 4.337
C 2.040 -1.123 3.049
N 0.800 -0.896 2.566
C -1.917 -1.468 -0.461
C -3.079 -1.571 -1.204
C -3.040 -1.198 -2.539
C -1.831 -0.777 -3.080
C -0.711 -0.740 -2.270
N -0.748 -1.089 -0.982
H -0.596 0.377 5.336
H 1.730 0.049 6.187
H 3.398 -1.048 4.682
H 2.756 -1.552 2.360
H -3.977 -1.930 -0.722
H -3.934 -1.226 -3.142
H -1.753 -0.501 -4.120
H 0.256 -0.448 -2.663
O 1.393 2.323 -1.282
C 0.878 3.410 -0.621
C 1.485 4.648 -0.794
C 0.938 5.779 -0.219
C -0.226 5.697 0.532
C -0.822 4.471 0.727
C -0.272 3.311 0.173
C -0.970 2.045 0.421
O -0.232 0.913 0.570
N -2.235 2.097 0.453
N -3.038 1.018 0.694
C -4.257 1.268 0.350
S -4.667 2.772 -0.436
C -6.335 2.218 -0.945
C -6.869 1.260 0.093
S -5.522 0.108 0.556
H 0.762 1.602 -1.160
H 2.370 4.710 -1.406
H 1.406 6.737 -0.378
H -0.658 6.590 0.956
H -1.723 4.374 1.309
H -6.232 1.751 -1.926
H -6.957 3.107 -1.032
H -7.689 0.658 -0.293
H -7.186 1.778 1.000
Se 3.214 -0.457 -1.324
N 2.300 0.011 0.151
C 2.967 1.008 0.765
C 2.557 1.747 1.881
C 3.395 2.716 2.367
C 4.662 2.968 1.797
C 5.081 2.293 0.688
C 4.225 1.318 0.134
N 4.478 0.629 -0.970
H 1.583 1.587 2.319
H 3.078 3.320 3.203
H 5.294 3.724 2.240
H 6.026 2.483 0.208
C 0.454 -4.582 -0.449
C 1.392 -3.404 -0.625
O 1.163 -2.432 0.419
H 0.460 -5.209 -1.335
H -0.567 -4.236 -0.286
H 0.761 -5.195 0.394
H 1.221 -2.884 -1.568
H 2.439 -3.724 -0.586
H 1.187 -2.918 1.254